An isolated molecule of C6H9NO, computed with ωB97M-V with the def2-TZVPD basis set.

Each atom is followed by the atoms it is bonded to, with distances in Å.
Atoms and positions in Å:
1 C 2.469 0.084 0.110  C2 1.516, C8 1.599, H9 1.062, H10 1.053
2 C 1.125 -0.602 0.254  C1 1.516, N3 1.486, C8 1.379, H11 1.075
3 N 0.128 -1.569 -0.276  C2 1.486, C4 1.468, H12 0.996
4 C -1.010 -0.765 0.185  N3 1.468, C5 1.634, C6 1.469, H13 1.207
5 C -2.460 -0.015 0.108  C4 1.634, C6 1.494, H14 1.039, H15 1.182
6 C -1.161 0.629 -0.252  C4 1.469, C5 1.494, O7 1.525, H16 1.092
7 O -0.076 1.599 0.206  C6 1.525, C8 1.528
8 C 1.031 0.665 -0.281  C1 1.599, C2 1.379, O7 1.528, H17 1.031
9 H 2.992 -0.039 -0.806  C1 1.062
10 H 2.827 0.216 1.092  C1 1.053
11 H 1.099 -0.658 1.328  C2 1.075
12 H 0.244 -1.474 -1.261  N3 0.996
13 H -0.963 -0.884 1.386  C4 1.207
14 H -3.111 -0.016 -0.701  C5 1.039
15 H -3.023 -0.208 1.129  C5 1.182
16 H -1.233 0.696 -1.339  C6 1.092
17 H 0.914 0.570 -1.301  C8 1.031

SMILES: C1[C@@H]2N[C@@H]3C[C@H]3O[C@@H]12
Molar mass, g mol⁻¹: 111.144
Electronic energy, Eh: -363.74366
Highest occupied orbital energy, Eh: -0.31891
Energy relative to the best compared isomer or geometry (same formula, charge and spin), kcal/mol: 176.07
HOMO-LUMO gap, eV: 9.7288